[1]
The following is a DFT calculation (wB97M-V/def2-TZVPD) of a molecular structure, C42H35MgN4O4S2.

```
! wB97M-V def2-TZVPD RIJCOSX def2/J DEFGRID3
* xyz -1 1
S -3.6648 -0.7766 -2.0262
S -2.0596 -2.9848 -0.2576
Mg -0.0228 -0.1951 -0.2790
O -3.3922 -2.5873 0.1300
O -1.1560 -3.5530 0.7053
O 1.7735 -0.2847 -0.8597
O -0.3063 0.0981 1.5938
N -1.2411 0.0230 -2.3914
N -2.7031 -6.9244 -4.6612
N -1.2634 -1.7828 -0.9633
N -0.1530 1.9881 -0.3908
C -2.5582 -5.9814 -3.6365
C 4.7587 2.0231 2.3686
C 4.4371 -1.3995 -3.7217
C -2.0687 0.8672 -3.0904
C -2.8059 -2.3447 3.7404
C 5.4642 -0.5724 -4.1522
C 2.5934 0.7571 -1.1676
C -3.5141 -4.3766 -2.1126
C -0.8084 1.7056 3.2824
C 4.5533 2.9286 1.3387
C 3.8480 2.5427 0.2043
C -1.1628 -4.8658 -2.0179
C 0.9638 4.0476 -0.7590
C -1.9238 -1.4197 3.2071
C -3.7411 0.0756 2.7908
C 3.6457 0.3109 -2.2111
C -0.9457 3.9621 0.6729
C 1.0299 2.9779 4.1974
C -2.3772 -0.1939 2.7291
C 3.3378 1.2552 0.0793
C 1.7995 1.9221 -1.8515
C -4.1651 -2.0654 3.8037
C 3.5316 0.3619 1.1287
C 0.8389 2.6801 -0.9674
C -1.9371 -0.9048 -1.7750
C -2.2687 -4.1640 -1.5463
C 0.5342 2.0656 3.2739
C -1.6408 2.2683 4.2456
C -3.3864 0.5846 -3.0397
C -2.0190 1.7109 1.1107
C 5.5847 0.6994 -3.6053
C 0.0581 4.6938 0.0644
C -4.6304 -0.8524 3.3208
C -1.3075 -5.7686 -3.0510
C 0.1906 3.5427 5.1479
C 4.6831 1.1319 -2.6440
C 4.2383 0.7386 2.2598
C -1.3293 0.7767 2.1705
C -3.6590 -5.2831 -3.1536
C 3.5356 -0.9608 -2.7586
C -1.1503 3.1785 5.1717
C -1.0163 2.5987 0.4297
H 3.0919 -0.6225 1.0436
H -3.5073 -6.7733 -5.2505
H 1.2313 1.4237 -2.6421
H 2.7265 -1.5843 -2.4051
H 2.0797 3.2427 4.1680
H -4.1938 1.1061 -3.5237
H 6.1668 -0.9142 -4.9020
H -2.6879 1.9862 4.2869
H 4.8046 2.1209 -2.2154
H -2.4317 -3.3020 4.0808
H -1.8701 -7.0744 -5.2093
H -1.8153 3.5977 5.9172
H 1.1822 1.6123 2.5336
H -4.8566 -2.7950 4.2064
H 4.3326 -2.3943 -4.1380
H -4.3682 -3.8344 -1.7305
H 6.3859 1.3544 -3.9257
H 1.7733 4.5850 -1.2354
H 3.6903 3.2666 -0.5860
H -0.4465 -6.3176 -3.4143
H -2.7885 2.3360 1.5696
H -4.6357 -5.4490 -3.5929
H 5.3048 2.3191 3.2557
H -0.8714 -1.6449 3.1074
H 2.4691 2.6379 -2.3327
H -1.6526 4.4241 1.3488
H -2.5102 1.0659 0.3722
H -0.1922 -4.6986 -1.5710
H -1.6311 1.6888 -3.6389
H 4.9326 3.9402 1.4166
H -5.6906 -0.6295 3.3433
H -4.1337 1.0101 2.4095
H 0.5775 4.2535 5.8681
H 0.1435 5.7590 0.2409
H 4.3687 0.0291 3.0675
*
```

* strongest force on any atom: 0.0144 hartree/bohr
* DFT total energy: -85394.8414 eV
* orbital gap: 7.9 eV
* HOMO energy: -5.5 eV

=====

[2]
The following is a DFT calculation (wB97M-V/def2-TZVPD) of 2 unconnected molecules or ions with the total composition CH2F2O3 in a non-equilibrium geometry.

```
! wB97M-V def2-TZVPD RIJCOSX def2/J DEFGRID3
* xyz 0 1
F 1.6964 -0.8596 0.9990
F 0.1748 -2.4109 0.7864
O 0.5515 0.6432 -1.4510
O -0.4886 -0.2398 1.1349
O -0.4701 1.4821 -0.8731
C 0.3612 -1.0465 0.9680
H -1.2914 1.4494 -1.5703
H -0.5337 0.9822 0.0061
*
```

* strongest force on any atom: 0.0748 hartree/bohr
* energy above the lowest of the compared OMol25 structures with the same formula, charge and spin: 54.4 kcal per mole
* DFT total energy: -12641.9002 eV
* orbital gap: 9.2 eV
* HOMO energy: -8.9 eV